The following is a DFT calculation (ωB97M-V with the def2-TZVPD basis set) of 4 unconnected molecules or ions with the total composition C42H88NO16P3 in a non-equilibrium geometry.

Summary:
Largest force on an atom in eV/A: 7.4
HOMO energy in eV: -8.327
SMILES: COCCCCCCOC(=O)OCCCCCCCCCCCCn1cccc1.CCOP(=O)(OCC)OCC.CCOP(=O)(OCC)OCC.CCOP(=O)(OCC)OCC
LUMO energy in eV: -0.1
Gap between HOMO and LUMO in eV: 8.23
Total charge: 0

Each line ends with the Löwdin charge.
Atoms and positions in Å:
C 0.7016 -3.4874 0.9269  -0.08
O -0.2815 -2.7020 0.2506  -0.24
C -0.4236 -3.0523 -1.1223  -0.23
C 0.6146 -2.2304 -1.9388  -0.15
C 0.4321 -0.7371 -1.5259  -0.19
C 0.6177 0.1802 -2.7557  -0.21
C -0.5165 0.1223 -3.8002  -0.15
C -1.7890 0.8976 -3.3955  -0.13
O -2.5204 1.1556 -4.6114  0.02
C -3.8423 0.8548 -4.5749  -0.52
O -4.6195 1.5609 -5.1832  0.13
O -4.3130 -0.2529 -3.9303  0.00
C -5.2800 0.0851 -2.9187  -0.16
C -6.5735 -0.7504 -2.9881  -0.15
C -6.4060 -2.2457 -3.3609  -0.17
C -6.4813 -3.2022 -2.1223  -0.20
C -5.1071 -3.8131 -1.7815  -0.21
C -4.0774 -2.8012 -1.2492  -0.21
C -4.5747 -1.9936 -0.0220  -0.19
C -3.4601 -1.0167 0.3927  -0.19
C -3.5551 -0.4850 1.8541  -0.16
C -2.2421 -0.7202 2.6692  -0.19
C -1.5958 0.5970 3.1433  -0.17
C -0.6382 1.2034 2.1000  -0.11
N -1.2733 2.2288 1.2777  -0.10
C -0.9584 2.4594 -0.0285  -0.13
C -1.7352 3.4518 -0.5517  -0.09
C -2.5944 3.8829 0.5250  -0.08
C -2.2541 3.1151 1.6037  -0.13
H 1.4290 -2.8000 1.3808  0.09
H 1.1643 -4.2132 0.2484  0.09
H 0.2047 -4.0323 1.7441  0.08
H -0.3233 -4.1346 -1.2814  0.12
H -1.3995 -2.6839 -1.4564  0.09
H 1.6228 -2.6016 -1.7233  0.11
H 0.3633 -2.3492 -3.0013  0.10
H 1.2332 -0.5315 -0.8028  0.10
H -0.5550 -0.5566 -1.0826  0.09
H 1.5241 -0.1889 -3.2673  0.11
H 0.8197 1.2309 -2.5029  0.10
H -0.7420 -0.9009 -4.1267  0.11
H -0.1402 0.6521 -4.6898  0.11
H -2.3695 0.4177 -2.5998  0.12
H -1.4354 1.8550 -2.9827  0.12
H -4.7950 -0.0315 -1.9381  0.09
H -5.5830 1.1396 -2.9558  0.13
H -7.2817 -0.2212 -3.6390  0.11
H -7.0221 -0.7153 -1.9840  0.11
H -5.5177 -2.4391 -3.9726  0.11
H -7.2801 -2.5155 -3.9711  0.10
H -6.9090 -2.6807 -1.2562  0.09
H -7.1657 -4.0284 -2.3569  0.10
H -4.7232 -4.2546 -2.7166  0.11
H -5.2395 -4.6623 -1.0945  0.11
H -3.7079 -2.1350 -2.0428  0.10
H -3.2305 -3.4026 -0.8847  0.10
H -5.4391 -1.4032 -0.3605  0.09
H -4.8966 -2.6754 0.7739  0.12
H -2.4949 -1.5317 0.2878  0.08
H -3.4302 -0.1404 -0.2727  0.10
H -4.3914 -0.9742 2.3700  0.10
H -3.7934 0.5883 1.8330  0.10
H -1.5400 -1.3630 2.1237  0.09
H -2.5618 -1.2452 3.5824  0.10
H -2.3992 1.2651 3.4681  0.10
H -1.0065 0.3791 4.0475  0.11
H -0.3333 0.3901 1.4234  0.11
H 0.3075 1.5707 2.5467  0.10
H -0.1819 1.9089 -0.5507  0.10
H -1.7484 3.8570 -1.5558  0.09
H -3.3527 4.6533 0.5655  0.09
H -2.6795 3.1699 2.5989  0.11
O -0.0365 4.9721 -4.7819  -0.23
P 0.6305 5.0489 -6.1153  0.58
O 0.1124 6.4862 -6.7103  -0.20
C 0.4990 7.6849 -6.0521  -0.29
C 1.9849 7.9656 -6.1977  -0.08
O -0.2998 4.0313 -6.9864  -0.20
C -1.2350 3.1534 -6.3495  -0.28
C -2.5983 3.8023 -6.2322  -0.05
O 1.8103 4.8795 -7.2848  -0.19
C 3.1459 4.5508 -6.8785  -0.28
C 3.1979 3.3829 -5.9116  -0.09
H 0.2152 7.6445 -4.9964  0.11
H -0.0702 8.4921 -6.5141  0.12
H 2.5705 7.2639 -5.5940  0.06
H 2.2233 8.9737 -5.8562  0.08
H 2.3009 7.8590 -7.2359  0.08
H -0.8480 2.8295 -5.3849  0.08
H -1.3002 2.2575 -6.9703  0.12
H -2.5281 4.8135 -5.8281  0.08
H -3.2547 3.2201 -5.6019  0.04
H -3.0604 3.8871 -7.2182  0.08
H 3.6237 5.4316 -6.4395  0.10
H 3.6991 4.3020 -7.7843  0.12
H 2.7108 3.6338 -4.9617  0.07
H 4.2325 3.1149 -5.6945  0.08
H 2.6848 2.5147 -6.3273  0.09
O 5.9341 4.2624 1.9277  -0.22
P 5.4422 2.8552 1.9385  0.58
O 4.9951 2.6260 3.4991  -0.20
C 3.9075 3.3834 4.0139  -0.29
C 2.5939 2.9739 3.3752  -0.09
O 6.8568 2.0348 1.9286  -0.21
C 8.0913 2.6879 1.6396  -0.29
C 8.7543 3.1965 2.9055  -0.08
O 4.6941 1.4558 1.4199  -0.19
C 3.8206 1.5122 0.2811  -0.28
C 4.4332 2.2388 -0.9003  -0.07
H 4.0879 4.4534 3.8765  0.11
H 3.8699 3.1935 5.0869  0.12
H 2.5497 3.3151 2.3349  0.07
H 1.7496 3.4177 3.9051  0.08
H 2.4824 1.8886 3.3767  0.08
H 7.9443 3.4917 0.9183  0.10
H 8.7388 1.9504 1.1607  0.11
H 8.0573 3.7503 3.5338  0.07
H 9.6002 3.8428 2.6649  0.08
H 9.1211 2.3593 3.5025  0.08
H 2.8737 1.9806 0.5676  0.10
H 3.5991 0.4810 0.0029  0.11
H 4.5981 3.2981 -0.6710  0.07
H 3.7701 2.1847 -1.7648  0.07
H 5.3979 1.8031 -1.1635  0.09
O -0.3698 -6.1369 5.7656  -0.22
P 0.7662 -5.9648 6.7162  0.58
O 0.0279 -5.4963 8.1022  -0.21
C -0.8446 -6.4058 8.7610  -0.29
C -0.0979 -7.5870 9.3561  -0.08
O 1.3650 -4.5251 6.2202  -0.21
C 0.9641 -3.9436 4.9835  -0.30
C -0.2297 -3.0275 5.1593  -0.07
O 2.2246 -6.2450 7.4710  -0.19
C 2.9012 -7.4892 7.2351  -0.28
C 3.0019 -7.8355 5.7622  -0.08
H -1.6232 -6.7476 8.0730  0.11
H -1.3342 -5.8462 9.5585  0.12
H 0.2541 -8.2583 8.5654  0.06
H -0.7490 -8.1643 10.0136  0.08
H 0.7714 -7.2522 9.9229  0.08
H 0.7621 -4.7163 4.2409  0.09
H 1.8087 -3.3594 4.6107  0.12
H -1.0269 -3.4903 5.7404  0.08
H -0.6281 -2.7325 4.1861  0.06
H 0.0641 -2.1239 5.6983  0.08
H 2.3969 -8.2907 7.7824  0.10
H 3.9008 -7.3898 7.6580  0.12
H 2.0105 -8.0132 5.3287  0.07
H 3.5923 -8.7416 5.6242  0.08
H 3.4653 -7.0206 5.2049  0.09


The following is a DFT calculation (ωB97M-V with the def2-TZVPD basis set) of a molecular structure, C51H52CsN5O3P2S2SeSi in a non-equilibrium geometry.

Summary:
Largest force on an atom in eV/A: 2.0
HOMO energy in eV: -1.850
LUMO energy in eV: 3.3
Gap between HOMO and LUMO in eV: 5.11
Total charge: -2

Each line ends with the Löwdin charge.
Atoms and positions in Å:
Cs 0.1656 -0.3383 -0.0738  0.86
N -5.3001 1.0773 -7.0082  0.07
C -4.5997 0.4048 -5.9905  -0.33
C -4.2646 1.0648 -4.8101  -0.04
C -3.5457 0.4113 -3.8232  -0.05
C -3.1438 -0.9031 -4.0104  -0.29
C -3.4593 -1.5614 -5.1854  -0.06
C -4.1893 -0.9144 -6.1694  -0.04
S -2.2699 -1.7215 -2.6989  0.55
O -3.1171 -1.5028 -1.5430  -0.39
O -2.0657 -3.0920 -3.1089  -0.32
N -0.9115 -0.9242 -2.4276  -0.36
C -0.0221 -0.8202 -3.4593  -0.50
N -0.3136 -1.2695 -4.6986  0.12
C 0.6153 -1.1190 -5.6275  -0.15
C 1.8486 -0.5379 -5.3888  -0.09
C 2.0498 -0.0906 -4.0896  -0.15
N 1.1440 -0.2097 -3.1399  0.08
H -5.8598 1.8456 -6.6730  0.07
H -5.8429 0.4662 -7.5979  0.07
H -4.5722 2.0946 -4.6634  0.11
H -3.3046 0.9224 -2.8988  0.11
H -3.1167 -2.5788 -5.3181  0.11
H -4.4362 -1.4293 -7.0921  0.10
H 0.3570 -1.4795 -6.6212  0.10
H 2.5983 -0.4278 -6.1587  0.08
H 2.9782 0.3924 -3.7963  0.11
C -4.6926 -1.9161 1.0861  -0.56
P -3.0606 -1.0789 1.2930  0.97
C -3.0677 -0.7876 3.1125  -0.39
C -2.0507 -1.3681 3.8612  -0.10
C -1.9792 -1.1638 5.2347  -0.09
C -2.9135 -0.3617 5.8655  -0.10
C -3.9321 0.2290 5.1264  -0.09
C -4.0101 0.0094 3.7639  -0.10
C -3.5101 0.6301 0.7506  -0.38
C -4.4689 0.9154 -0.2201  -0.11
C -4.7241 2.2272 -0.5976  -0.11
C -4.0241 3.2767 -0.0156  -0.10
C -3.0587 3.0059 0.9437  -0.08
C -2.8019 1.6937 1.3130  -0.13
P -4.5604 -3.7418 1.1907  1.04
C -4.0723 -4.0355 2.9315  -0.41
C -4.7536 -3.5137 4.0308  -0.09
C -4.3052 -3.7565 5.3164  -0.09
C -3.1729 -4.5387 5.5215  -0.10
C -2.4907 -5.0667 4.4392  -0.09
C -2.9390 -4.8116 3.1476  -0.13
C -6.3374 -4.2050 1.2965  -0.38
C -6.6609 -5.4692 1.7977  -0.11
C -7.9718 -5.9114 1.8371  -0.10
C -8.9965 -5.0999 1.3623  -0.12
C -8.6912 -3.8480 0.8549  -0.10
C -7.3733 -3.4036 0.8245  -0.09
H -4.9817 -1.7379 0.0476  0.02
H -5.4425 -1.4805 1.7533  0.06
H -1.3108 -1.9864 3.3644  0.07
H -1.1710 -1.6081 5.8031  0.10
H -2.8298 -0.1580 6.9264  0.10
H -4.6320 0.8985 5.6098  0.10
H -4.7823 0.5075 3.1869  0.11
H -5.0056 0.1153 -0.7122  0.09
H -5.4747 2.4263 -1.3548  0.09
H -4.2322 4.3000 -0.3048  0.09
H -2.5071 3.7996 1.4323  0.08
H -2.0633 1.5236 2.0915  0.07
H -5.6285 -2.8922 3.8745  0.11
H -4.8214 -3.3168 6.1606  0.10
H -2.8127 -4.7127 6.5283  0.10
H -1.5952 -5.6562 4.5941  0.09
H -2.3887 -5.1899 2.2946  0.08
H -5.8696 -6.1094 2.1730  0.10
H -8.1964 -6.8923 2.2388  0.09
H -10.0235 -5.4429 1.3910  0.09
H -9.4790 -3.2043 0.4825  0.10
H -7.1604 -2.4191 0.4284  0.09
C 3.2592 -4.5076 1.1805  -0.09
C 1.9519 -5.3021 1.1843  -0.23
C 0.8073 -4.4458 1.5024  -0.21
N -0.0818 -3.7429 1.6835  0.19
H 4.0929 -5.1659 0.9378  0.07
H 3.4427 -4.0567 2.1545  0.08
H 3.2243 -3.7042 0.4465  0.08
H 1.9849 -6.1147 1.9117  0.11
H 1.7616 -5.7487 0.2074  0.12
C -1.2663 3.6180 7.9060  -0.26
Si -0.3579 3.4252 6.2501  -0.12
C 0.9602 4.7881 6.2550  -0.26
C 0.6134 1.8109 6.4151  -0.25
Se -1.6961 3.4923 4.5132  0.05
H -0.5939 3.5423 8.7674  0.01
H -2.0387 2.8490 7.9942  0.00
H -1.7678 4.5891 7.9373  0.01
H 1.4161 4.9172 7.2430  0.01
H 0.5097 5.7342 5.9472  0.01
H 1.7514 4.5509 5.5392  0.01
H 1.2503 1.8078 7.3071  0.01
H 1.2442 1.6665 5.5346  0.02
H -0.0717 0.9628 6.4701  -0.01
C 3.3259 7.8323 1.5179  -0.04
C 4.2595 8.5165 0.5532  -0.75
O 4.5073 9.6974 0.6213  -0.04
S 5.0437 7.5974 -0.7647  1.00
C 4.5532 5.9187 -0.5226  -0.60
C 5.2761 5.0785 0.3226  -0.12
C 4.8677 3.7765 0.5362  -0.04
C 3.7246 3.2527 -0.0950  -0.28
C 3.0214 4.1080 -0.9613  -0.04
C 3.4275 5.4125 -1.1708  -0.12
C 3.3040 1.9159 0.1398  -0.29
C 2.9518 0.7554 0.3758  -0.25
H 2.3903 8.3910 1.5208  0.09
H 3.7602 7.9096 2.5153  0.09
H 3.1337 6.7895 1.2909  0.06
H 6.1563 5.4608 0.8266  0.10
H 5.4202 3.1322 1.2071  0.11
H 2.1405 3.7239 -1.4589  0.11
H 2.8594 6.0575 -1.8306  0.10